Below is a structure of composition C17H37FN3NbO11PS4 in a non-equilibrium geometry, with properties calculated with ωB97M-V/def2-TZVPD.

Computed properties:
M (u): 730.639
Total charge: -1
Electronic energy (a.u.): -3752.516053
LUMO level (eV): 0.4
Kohn-Sham gap (eV): 6.07

Last column: Löwdin charge in e.
Cartesian coordinates (Å):
C 1.015 -5.758 2.569  -0.10
C 1.767 -5.891 1.128  -0.26
O 1.097 -6.795 0.222  -0.18
C 0.115 -6.107 -0.591  -0.17
C 0.697 -5.678 -2.042  -0.17
O 1.547 -4.527 -1.812  -0.21
C 1.323 -3.489 -2.807  -0.18
C -0.034 -2.661 -2.561  -0.21
O -0.576 -2.768 -1.232  -0.28
C 0.240 -2.079 -0.248  -0.35
Nb -0.345 0.075 0.153  1.50
O 0.178 0.721 -1.775  -0.43
C 1.750 0.668 0.882  -0.42
C 2.583 -0.551 1.515  -0.33
C 3.899 -0.070 2.366  -0.45
S 4.400 1.665 1.926  0.82
C 6.176 1.738 1.435  -0.98
S 7.349 1.249 2.523  0.62
N 6.562 2.254 0.115  -0.19
C 7.907 2.028 -0.396  -0.06
C 7.787 2.798 -1.744  -0.12
N 6.460 3.364 -1.956  0.00
C 5.704 3.013 -0.780  -0.09
P -2.781 -0.446 -0.562  0.51
N -3.409 -1.558 0.435  -0.25
O -3.789 0.943 -0.458  -0.32
O -2.828 -0.943 -2.220  -0.30
S -1.117 2.498 0.589  0.58
O -2.179 2.539 1.668  -0.46
O -1.592 3.112 -0.725  -0.45
F 0.176 3.497 1.097  -0.35
H 1.184 -6.681 3.229  0.07
H 1.441 -4.820 3.097  0.08
H -0.101 -5.540 2.384  0.08
H 2.817 -6.301 1.382  0.12
H 1.884 -4.824 0.733  0.11
H -0.810 -6.761 -0.820  0.13
H -0.246 -5.127 -0.097  0.13
H 1.303 -6.505 -2.549  0.13
H -0.175 -5.432 -2.765  0.13
H 1.444 -3.907 -3.864  0.13
H 2.194 -2.739 -2.662  0.13
H 0.140 -1.595 -2.932  0.11
H -0.828 -3.116 -3.271  0.13
H 1.365 -2.114 -0.454  0.06
H 0.085 -2.652 0.750  0.07
H -0.693 -0.392 1.899  -0.06
H 0.595 1.607 -1.689  0.00
H 1.566 1.451 1.717  0.04
H 2.294 1.113 -0.024  0.04
H 3.018 -1.204 0.665  0.10
H 1.917 -1.142 2.227  0.09
H 4.779 -0.782 2.175  0.08
H 3.684 -0.099 3.501  0.09
H 8.790 1.479 0.064  0.09
H 8.709 2.853 -2.407  0.09
H 4.612 3.295 -0.614  0.13
H -3.695 -2.388 -0.120  -0.04
H -3.992 1.201 -1.391  0.06
H -3.627 -1.515 -2.358  0.06
O -8.067 4.932 0.484  -0.29
S -6.959 5.729 0.020  0.60
O -6.412 5.568 -1.302  -0.29
O -5.764 5.648 1.100  -0.27
C -5.248 4.358 1.456  -0.24
C -4.393 3.763 0.354  -0.10
C -7.355 7.441 0.246  -0.13
H -6.064 3.684 1.732  0.12
H -4.631 4.499 2.347  0.12
H -4.990 3.548 -0.535  0.07
H -3.936 2.836 0.680  0.02
H -3.609 4.462 0.055  0.08
H -7.739 7.588 1.254  0.07
H -8.115 7.705 -0.488  0.07
H -6.457 8.034 0.079  0.07

Below is a structure of composition C17H38B3Cl8O3P in a non-equilibrium geometry, with properties calculated with ωB97M-V/def2-TZVPD.

Computed properties:
M (u): 637.522
Total charge: 0
Electronic energy (a.u.): -4993.980662
LUMO level (eV): 0.4
Kohn-Sham gap (eV): 8.49

Last column: Löwdin charge in e.
Cartesian coordinates (Å):
C -1.543 -1.001 4.873  -0.11
C -2.036 -0.569 3.487  -0.24
C -2.130 -1.735 2.476  -0.20
C -1.121 -1.609 1.319  -0.20
C 0.206 -2.292 1.683  -0.04
B 1.471 -1.713 0.980  -0.55
O 2.550 -2.550 0.671  0.27
B 3.610 -2.143 1.430  -0.36
O 3.703 -0.840 1.887  0.19
B 2.769 0.070 1.403  -0.68
P 2.906 1.934 1.776  1.06
C 4.462 2.157 2.756  -0.45
C 4.320 3.419 3.638  -0.16
C 3.102 2.842 0.171  -0.41
C 2.597 4.289 0.310  -0.18
O 1.655 -0.368 0.710  0.24
H -1.837 -2.018 5.111  0.07
H -1.963 -0.358 5.641  0.06
H -0.461 -0.923 4.950  0.06
H -1.355 0.183 3.103  0.10
H -3.033 -0.160 3.616  0.10
H -1.862 -2.637 3.016  0.09
H -3.141 -1.891 2.112  0.10
H -1.542 -2.131 0.463  0.09
H -0.977 -0.561 1.076  0.10
H 0.166 -3.367 1.538  0.12
H 0.372 -2.134 2.752  0.13
H 4.459 -2.913 1.738  0.12
H 4.562 1.284 3.384  -0.01
H 5.310 2.246 2.084  0.06
H 3.844 3.130 4.567  0.07
H 5.277 3.894 3.821  0.05
H 3.641 4.112 3.157  0.04
H 2.523 2.353 -0.603  0.07
H 4.151 2.850 -0.104  0.07
H 1.721 4.315 0.949  0.05
H 3.353 4.929 0.750  0.06
H 2.343 4.680 -0.670  0.06
Cl -2.741 -2.997 -2.732  0.54
C -2.019 -1.368 -2.643  -0.65
C -3.027 -0.325 -2.239  -0.65
Cl -4.256 -0.067 -3.503  0.58
H -1.580 -1.145 -3.612  0.07
H -1.223 -1.410 -1.901  0.06
H -2.527 0.629 -2.079  0.08
H -3.544 -0.605 -1.325  0.07
Cl -5.318 -2.934 -7.267  0.56
C -5.692 -2.945 -5.523  -0.67
C -7.168 -3.091 -5.260  -0.65
Cl -8.067 -1.639 -5.769  0.56
H -5.307 -2.024 -5.096  0.00
H -5.153 -3.785 -5.087  0.07
H -7.341 -3.215 -4.192  0.07
H -7.585 -3.947 -5.783  0.07
Cl 8.093 2.214 3.396  0.56
C 8.194 1.421 4.988  -0.65
C 7.843 -0.041 4.923  -0.65
Cl 6.118 -0.316 4.565  0.61
H 7.538 1.956 5.671  0.07
H 9.221 1.530 5.332  0.07
H 8.041 -0.505 5.888  0.07
H 8.424 -0.555 4.161  0.07
Cl -4.050 1.788 -8.670  0.54
C -4.730 0.959 -7.245  -0.68
C -6.140 1.397 -6.948  -0.68
Cl -6.219 3.088 -6.384  0.53
H -4.072 1.150 -6.401  0.05
H -4.722 -0.108 -7.461  0.03
H -6.551 0.777 -6.154  0.02
H -6.777 1.307 -7.824  0.07